{
  "formula": "C21H42AsF6O21RbTl",
  "method": "ωB97M-V with the def2-TZVPD basis set",
  "charge": 3,
  "e_tot_ha": -5435.9895,
  "lumo_ev": -15.029,
  "gap_ev": 1.876,
  "elements": ["Rb", "Tl", "As", "F", "F", "F", "F", "F", "F", "C", "O", "C", "O", "O", "C", "H", "H", "H", "H", "H", "H", "C", "O", "C", "O", "O", "C", "H", "H", "H", "H", "H", "H", "C", "O", "C", "O", "O", "C", "H", "H", "H", "H", "H", "H", "C", "O", "C", "O", "O", "C", "H", "H", "H", "H", "H", "H", "C", "O", "C", "O", "O", "C", "H", "H", "H", "H", "H", "H", "C", "O", "C", "O", "O", "C", "H", "H", "H", "H", "H", "H", "C", "O", "C", "O", "O", "C", "H", "H", "H", "H", "H", "H"],
  "positions_angstrom": [[-4.47, -1.02, 2.79], [-0.51, 1.65, 5.52], [-0.68, -0.47, 1.60], [-0.73, -0.27, 3.33], [-2.21, 0.37, 1.48], [-0.68, -0.70, -0.10], [0.86, -1.21, 1.73], [-1.58, -1.95, 1.75], [0.16, 1.04, 1.54], [0.43, -4.36, 1.01], [1.31, -4.80, -0.04], [1.25, -6.07, -0.42], [0.65, -6.94, 0.13], [2.02, -6.23, -1.49], [1.97, -7.48, -2.16], [1.12, -4.06, 1.80], [-0.34, -5.06, 1.32], [-0.09, -3.45, 0.68], [2.11, -7.29, -3.22], [1.04, -8.03, -1.98], [2.81, -8.09, -1.81], [-3.17, -1.70, -1.37], [-4.48, -1.62, -1.90], [-5.42, -1.03, -1.16], [-5.33, -0.73, 0.01], [-6.48, -0.88, -1.91], [-7.60, -0.18, -1.36], [-3.09, -1.24, -0.40], [-2.50, -1.20, -2.07], [-2.81, -2.73, -1.28], [-8.45, -0.43, -1.98], [-7.48, 0.90, -1.45], [-7.75, -0.43, -0.31], [1.51, -2.81, 4.85], [2.76, -2.28, 5.24], [2.79, -1.00, 5.56], [1.83, -0.25, 5.55], [4.00, -0.69, 5.89], [4.28, 0.69, 6.17], [1.05, -2.25, 4.04], [0.83, -2.87, 5.71], [1.65, -3.86, 4.58], [3.71, 1.36, 5.53], [5.34, 0.81, 5.99], [4.08, 0.91, 7.22], [-1.37, 2.23, -1.30], [-2.05, 1.32, -2.14], [-2.86, 1.80, -3.09], [-2.86, 2.93, -3.48], [-3.64, 0.82, -3.49], [-4.50, 1.06, -4.61], [-2.06, 2.86, -0.73], [-0.87, 2.98, -1.92], [-0.69, 1.76, -0.60], [-5.25, 0.27, -4.59], [-3.94, 0.94, -5.54], [-4.99, 2.03, -4.61], [2.57, 5.02, -2.72], [1.87, 3.91, -3.36], [1.87, 2.75, -2.80], [2.23, 2.52, -1.64], [1.46, 1.83, -3.65], [1.14, 0.57, -3.07], [3.62, 4.94, -3.00], [2.53, 4.97, -1.63], [2.07, 5.92, -3.04], [0.72, -0.07, -3.84], [0.50, 0.65, -2.20], [2.08, 0.06, -2.84], [6.69, -0.79, -2.49], [5.36, -1.07, -2.07], [4.82, -0.23, -1.21], [5.31, 0.76, -0.76], [3.59, -0.70, -0.92], [2.76, 0.21, -0.27], [6.91, -1.49, -3.29], [7.39, -0.91, -1.66], [6.80, 0.24, -2.83], [1.75, -0.19, -0.22], [2.73, 1.16, -0.91], [3.07, 0.44, 0.76], [0.06, 4.91, 0.96], [-0.07, 4.28, 2.22], [-1.18, 3.68, 2.59], [-1.25, 3.12, 3.66], [-2.16, 3.76, 1.70], [-3.35, 3.00, 1.98], [0.86, 5.65, 1.01], [-0.88, 5.33, 0.62], [0.42, 4.18, 0.22], [-4.21, 3.67, 2.06], [-3.25, 2.54, 2.96], [-3.47, 2.30, 1.17]]
}